No. 1
Density functional theory data (ωB97M-V with the def2-TZVPD basis set) for a cluster of 2 separate species, C5H12NS in total.

Output
- F_max: 0.2 eV/A
- Relative energy (zero: lowest compared OMol25 entry of this formula, charge and spin): 45.43 kcal per mole
- Net charge: +1
- HOMO-LUMO gap: 6.90 eV

The geometry in XYZ format:
```
19
Properties=species:S:1:pos:R:3:forces:R:3
C 1.4523 -0.3506 -0.5920 0.1 0.2 0.0
C 1.4428 -0.7979 -1.8352 -0.1 -0.1 0.1
C 1.6344 1.6006 0.7931 -0.1 0.1 0.0
N 1.5369 1.0557 -0.3553 0.0 -0.1 0.2
H 1.3970 -0.9327 0.3198 0.0 -0.1 -0.1
H 1.4899 -0.1310 -2.6893 0.0 0.0 0.0
H 1.3641 -1.8596 -2.0273 0.1 0.1 0.0
H 1.6827 2.6799 0.8588 0.0 0.0 0.0
H 1.6490 0.9831 1.6850 0.0 0.0 -0.1
H 1.4793 1.6542 -1.1762 0.1 0.0 0.0
C -1.8059 0.6454 0.3019 -0.1 -0.1 0.1
C -1.7441 -0.8828 0.3675 -0.1 -0.1 0.0
S -1.1116 -1.4409 1.9855 0.0 0.2 -0.1
H -1.1518 1.1129 1.0412 0.1 0.0 0.0
H -2.8124 0.9999 0.5151 0.0 0.0 0.0
H -1.5323 0.9985 -0.6936 0.0 0.1 0.0
H -2.7397 -1.2905 0.2102 0.0 -0.1 0.0
H -1.0949 -1.2971 -0.4015 0.0 0.1 0.0
H -1.1357 -2.7471 1.6924 0.0 0.0 0.1
```
Forces are in eV/Å.

---

No. 2
Density functional theory data (ωB97M-V with the def2-TZVPD basis set) for a cluster of 2 separate species, C5H12NS2 in total in a non-equilibrium geometry.

Output
- F_max: 2.2 eV/A
- Relative energy (zero: lowest compared OMol25 entry of this formula, charge and spin): 125.80 kcal per mole
- Net charge: -1
- HOMO-LUMO gap: 2.70 eV

The geometry in XYZ format:
```
20
Properties=species:S:1:pos:R:3:forces:R:3
C -1.9886 -0.4392 -0.4477 -0.2 0.0 -0.5
C -2.7313 0.5553 0.4515 0.2 -0.8 0.3
S -4.4200 -0.0407 0.7200 -0.2 0.3 -0.1
C -0.5746 -0.0448 -0.8559 -0.5 0.4 0.6
N 0.3320 -0.0321 0.2843 0.2 0.0 -0.2
C 1.7112 0.0856 -0.0993 -2.2 0.4 -0.1
C 2.7502 0.0073 1.0793 1.3 -0.7 0.2
S 4.4206 0.0800 0.5103 -0.1 0.3 0.0
H -2.5857 -0.5636 -1.3557 0.0 0.1 -0.1
H -1.9977 -1.4389 -0.0078 0.1 0.0 0.3
H -2.6377 1.5529 0.0103 -0.2 0.1 0.0
H -2.2414 0.5657 1.4299 0.2 0.2 -0.1
H -0.6024 0.9698 -1.2643 0.1 -0.1 -0.2
H -0.2189 -0.7474 -1.6397 0.2 0.1 0.0
H 0.1531 -0.8129 0.9011 0.1 -0.3 -0.2
H 1.8357 1.1016 -0.4874 0.4 0.0 -0.3
H 1.9906 -0.8032 -0.7071 0.4 0.2 -0.5
H 2.5830 -0.9871 1.5044 -0.2 0.0 -0.1
H 2.4732 0.7277 1.8457 -0.1 0.4 -0.3
H 1.7485 0.2639 -1.8719 0.4 -0.6 1.4
```
Forces are in eV/Å.

---

No. 3
Density functional theory data (ωB97M-V with the def2-TZVPD basis set) for the ion C5H12NS2 with charge +1.

Output
- F_max: 0.7 eV/A
- Relative energy (zero: lowest compared OMol25 entry of this formula, charge and spin): 24.57 kcal per mole
- Net charge: +1
- HOMO-LUMO gap: 8.93 eV

The geometry in XYZ format:
```
20
Properties=species:S:1:pos:R:3:forces:R:3
C 0.6132 -1.5764 -1.6400 0.1 -0.2 0.0
C -0.1949 -1.9574 -0.3940 -0.1 0.4 -0.1
C -0.7557 0.6907 0.0336 -0.3 -0.2 -0.5
C -0.3021 1.5110 2.3275 0.0 -0.1 0.0
C 0.2974 0.8500 1.0738 0.3 0.2 0.3
N 1.0294 -0.1936 -1.5434 0.1 0.2 0.1
S -1.5701 -0.7723 -0.3040 0.0 0.0 0.2
S -1.4426 2.1439 -0.5432 0.1 -0.1 0.3
H 1.4556 -2.2756 -1.7185 -0.1 0.1 -0.1
H -0.0172 -1.7015 -2.5227 0.1 0.0 0.1
H -0.6447 -2.9427 -0.4938 -0.1 0.0 0.1
H 0.4030 -1.9232 0.5126 0.0 -0.1 0.0
H 0.4616 1.5465 3.0987 0.0 0.0 0.1
H -1.1463 0.9388 2.7031 -0.1 0.0 0.1
H -0.6273 2.5259 2.1174 0.0 0.1 0.0
H 0.7187 -0.1133 1.3551 0.0 0.0 -0.2
H 1.1008 1.4868 0.6949 -0.1 -0.1 0.0
H 1.8836 -0.0877 -1.0082 0.0 0.0 -0.2
H 1.1466 0.2461 -2.4472 0.1 0.0 0.0
H -2.4090 1.6040 -1.3016 0.0 -0.1 -0.1
```
Forces are in eV/Å.

---

No. 4
Density functional theory data (ωB97M-V with the def2-TZVPD basis set) for the ion C5H12NSi with charge +1 in a non-equilibrium geometry.

Output
- F_max: 5.0 eV/A
- Relative energy (zero: lowest compared OMol25 entry of this formula, charge and spin): 0.00 kcal per mole
- Net charge: +1
- Multiplicity: 3
- HOMO-LUMO gap (alpha / beta): 7.74 / 6.91 eV

The geometry in XYZ format:
```
19
Properties=species:S:1:pos:R:3:forces:R:3
C 1.9169 0.7770 -0.2369 -1.7 -1.9 -0.8
C -1.2148 0.4310 -0.0628 1.7 -0.4 0.3
C 0.2324 -2.2458 -0.2803 0.2 1.1 -1.0
C -2.4780 -0.3146 0.1864 2.1 -0.4 -4.5
C -1.3263 1.8728 0.0161 -3.4 -0.9 2.6
N 3.3300 0.6318 0.1062 -0.2 0.4 0.3
Si 0.4851 -0.3188 -0.1751 -1.3 0.0 0.3
H -0.1485 -2.5193 -1.2645 -0.4 0.5 -0.2
H 1.0837 -2.8473 -0.2639 2.0 -0.6 0.3
H -0.4042 -2.7568 0.4154 -0.6 0.6 0.8
H -2.8928 -0.0709 1.0713 -1.6 0.8 3.0
H -3.1257 -0.0265 -0.6811 0.0 -0.4 0.8
H -2.1981 -1.3374 0.0952 -0.7 -1.1 0.2
H -1.6806 2.1198 1.0775 0.6 0.0 -1.2
H -0.4799 2.3412 -0.2034 3.6 2.3 -0.7
H -2.1118 2.2437 -0.6047 -0.7 0.3 -0.6
H 3.8703 -0.1446 -0.3557 -0.6 0.7 0.8
H 3.2802 0.6738 1.1076 0.7 -1.7 1.2
H 3.8618 1.4910 0.0527 0.3 0.7 -1.5
```
Forces are in eV/Å.